Record 1
This record from the OMol25 dataset describes a molecular structure, CH3AgMgO2 in a non-equilibrium geometry. The level of theory is ωB97M-V with the def2-TZVPD basis set.

Results
2S+1: 3
Largest force on an atom: 2.574 eV/Å
Net charge: 0
HOMO level (spin up / spin down): -7.0 / -8.6 eV
LUMO energy (spin up / spin down): 0.3 / -1.7 eV
Energy relative to the best compared isomer or geometry (same formula, charge and spin): 56.1 kJ/mol
<S²>: 2.01

Element x y z (Å)
O: -1.1462 1.3535 0.2164
Ag: -0.6174 -0.1635 -0.6999
O: 0.7029 -1.4344 -0.3566
C: 2.0218 -1.8233 -0.4832
Mg: -0.9092 2.5681 1.5857
H: 2.6687 -1.0689 -0.9736
H: 2.4556 -1.9932 0.5223
H: 2.1506 -2.7699 -1.0444

---

Record 2
This record from the OMol25 dataset describes a single CH3Br2ClSi molecule in a non-equilibrium geometry. The level of theory is ωB97M-V with the def2-TZVPD basis set.

Results
2S+1: 1
Largest force on an atom: 5.432 eV/Å
Net charge: 0
Structure (SMILES): C[Si](Cl)(Br)Br
HOMO level: -10.4 eV
LUMO energy: -0.3 eV
Energy relative to the best compared isomer or geometry (same formula, charge and spin): 79.7 kJ/mol

Element x y z (Å)
C: 0.2029 -0.0952 0.0655
Si: 2.1157 -0.3542 -0.0369
Cl: 3.2422 0.5876 1.4345
Br: 2.6092 -2.5342 -0.0393
Br: 2.9981 0.6225 -2.2308
H: -0.0227 0.3675 0.8960
H: -0.2097 0.2508 -0.8717
H: -0.3461 -0.9864 0.2136

---

Record 3
This record from the OMol25 dataset describes a single CH3Br2P molecule in a non-equilibrium geometry. The level of theory is ωB97M-V with the def2-TZVPD basis set.

Results
2S+1: 1
Largest force on an atom: 2.438 eV/Å
Net charge: 0
HOMO level (spin up / spin down): -8.3 / -6.9 eV
LUMO energy (spin up / spin down): -0.5 / -1.1 eV
Energy relative to the best compared isomer or geometry (same formula, charge and spin): 572.0 kJ/mol

Element x y z (Å)
C: -0.0803 -1.8368 -2.3875
P: 1.0860 -0.0770 0.5026
Br: 0.8011 -0.8874 -3.8173
Br: 0.8864 -2.1842 -0.8127
H: -0.8391 -2.5654 -2.6744
H: -0.2634 -0.0154 0.3111
H: 1.3096 0.9159 -0.3925

---

Record 4
This record from the OMol25 dataset describes a molecular structure, CH3Br3N in a non-equilibrium geometry. The level of theory is ωB97M-V with the def2-TZVPD basis set.

Results
2S+1: 1
Largest force on an atom: 2.992 eV/Å
Net charge: +1
HOMO level (spin up / spin down): -13.8 / -13.8 eV
LUMO energy (spin up / spin down): -6.8 / -6.8 eV
Energy relative to the best compared isomer or geometry (same formula, charge and spin): 147.2 kJ/mol

Element x y z (Å)
C: 0.3584 -0.1344 2.0348
N: -0.4442 0.1116 -1.7950
Br: 2.1018 0.6055 1.9824
Br: 0.1291 -1.5758 3.1318
Br: -0.8441 0.4367 0.8092
H: -1.3898 0.0418 -2.2408
H: -0.1318 1.0381 -1.7690
H: 0.2206 -0.5235 -2.1534

---

Record 5
This record from the OMol25 dataset describes 2 unconnected molecules or ions with the total composition CH3BrClP in a non-equilibrium geometry. The level of theory is ωB97M-V with the def2-TZVPD basis set.

Results
2S+1: 1
Largest force on an atom: 3.332 eV/Å
Net charge: 0
HOMO level: -8.6 eV
LUMO energy: -0.3 eV
Energy relative to the best compared isomer or geometry (same formula, charge and spin): 155.7 kJ/mol

Element x y z (Å)
C: -1.1228 0.2037 -0.0320
P: 1.2347 -0.3811 0.8745
Cl: 1.5722 -1.8821 -0.4237
Br: 2.2189 1.2866 -0.1716
H: -1.2560 1.1294 0.5007
H: -1.6923 -0.6286 0.3392
H: -0.9547 0.2721 -1.0871

---

Record 6
This record from the OMol25 dataset describes a gas-phase ion, CH3BrNO2S (charge -1) in a non-equilibrium geometry. The level of theory is ωB97M-V with the def2-TZVPD basis set.

Results
2S+1: 1
Largest force on an atom: 1.751 eV/Å
Net charge: -1
Structure (SMILES): N[S@@](=O)([O-])=CBr
HOMO level: -4.3 eV
LUMO energy: 3.5 eV
Energy relative to the best compared isomer or geometry (same formula, charge and spin): 162.6 kJ/mol

Element x y z (Å)
C: -0.4991 -0.6636 1.1664
N: 1.2160 -0.4437 -0.6933
O: -0.1793 1.6473 -0.3534
O: -1.2355 -0.3263 -1.3734
S: -0.3702 0.2046 -0.3394
Br: -2.1940 0.4960 2.2826
H: 0.3169 -0.1751 1.7217
H: 1.1306 -1.0709 -1.4768
H: 1.8147 0.3318 -0.9344

---

Record 7
This record from the OMol25 dataset describes a molecular structure, CH3BrNO2S in a non-equilibrium geometry. The level of theory is ωB97M-V with the def2-TZVPD basis set.

Results
2S+1: 1
Largest force on an atom: 5.954 eV/Å
Net charge: -1
HOMO level (spin up / spin down): -3.5 / -4.1 eV
LUMO energy (spin up / spin down): 2.7 / 3.5 eV
Energy relative to the best compared isomer or geometry (same formula, charge and spin): 549.6 kJ/mol

Element x y z (Å)
C: -2.0437 0.1915 -0.3930
N: 0.2978 -0.2454 1.0459
O: -1.9736 -1.1363 1.8945
O: -1.4617 1.3059 1.7344
S: -1.3235 0.0071 1.1719
Br: -2.1415 -1.5636 -1.1761
H: 0.1616 1.4956 -0.8178
H: 0.6055 -1.2913 1.0895
H: 0.6738 0.3770 0.4250

---

Record 8
This record from the OMol25 dataset describes 2 unconnected molecules or ions with the total composition CH3BrO in a non-equilibrium geometry. The level of theory is ωB97M-V with the def2-TZVPD basis set.

Results
2S+1: 1
Largest force on an atom: 6.518 eV/Å
Net charge: 0
HOMO level: -10.0 eV
LUMO energy: 0.6 eV
Energy relative to the best compared isomer or geometry (same formula, charge and spin): 127.9 kJ/mol

Element x y z (Å)
C: 0.3243 -0.0429 -0.2959
O: -0.3077 1.0467 -0.0395
Br: 2.2451 0.1191 -0.0520
H: -0.0844 -1.2142 0.4495
H: 0.3303 -0.2836 -1.2971
H: -0.1824 1.3833 0.9474

---

Record 9
This record from the OMol25 dataset describes 2 unconnected molecules or ions with the total composition CH3BrO2S in a non-equilibrium geometry. The level of theory is ωB97M-V with the def2-TZVPD basis set.

Results
2S+1: 1
Largest force on an atom: 4.652 eV/Å
Net charge: 0
HOMO level (spin up / spin down): -11.0 / -9.5 eV
LUMO energy (spin up / spin down): -2.3 / -3.6 eV
Energy relative to the best compared isomer or geometry (same formula, charge and spin): 271.9 kJ/mol

Element x y z (Å)
C: 0.1979 -0.0097 -0.1132
O: 1.3965 2.3392 1.2204
O: 1.3172 2.1440 -1.2305
S: 1.4744 1.5524 0.0400
Br: 4.1539 -0.6276 0.0164
H: -0.0927 -0.1465 0.8229
H: -0.4124 0.4912 -0.7290
H: 0.9309 -0.6798 -0.4562

---

Record 10
This record from the OMol25 dataset describes a molecular structure, CH3BrO3S in a non-equilibrium geometry. The level of theory is ωB97M-V with the def2-TZVPD basis set.

Results
2S+1: 1
Largest force on an atom: 3.480 eV/Å
Net charge: 0
HOMO level: -10.5 eV
LUMO energy: -1.0 eV
Energy relative to the best compared isomer or geometry (same formula, charge and spin): 69.1 kJ/mol

Element x y z (Å)
C: -1.7210 0.1317 0.0239
O: 0.9696 -1.5799 1.0789
O: 1.7700 -0.7775 -1.0580
O: -1.3371 0.9860 -0.7091
S: 2.0621 -1.0494 0.3285
Br: 1.4262 1.8600 0.3734
H: 0.3962 1.2647 -0.5777
H: -2.4959 -0.5027 -0.3632
H: -1.0701 -0.3328 0.9032

---

Number 1: total energy -14619.88882 eV. Number 2: total energy -161574.02729 eV. Number 3: total energy -150454.79506 eV. Number 4: total energy -212693.49190 eV. Number 5: total energy -92938.72889 eV. Number 6: total energy -87547.93627 eV. Number 7: total energy -87543.92467 eV. Number 8: total energy -73173.78967 eV. Number 9: total energy -86054.85029 eV. Number 10: total energy -88104.05133 eV.